Entry 1:
Density functional theory data (ωB97M-V/def2-TZVPD) for 9 unconnected molecules or ions with the total composition C23H41BClF7N9O19 at a distorted geometry.

Each line ends with the Mulliken charge.
Atoms and positions in Å:
1 C 2.3783 -0.9372 3.8750  -0.720
2 C 2.1349 -0.2548 2.7433  -0.662
3 N 1.2130 -0.7732 1.7355  0.663
4 C 1.6284 -1.5807 0.7341  0.397
5 C 3.0808 -1.9145 0.6604  -1.948
6 C 3.9025 -0.7632 -0.0151  1.102
7 C 3.0178 0.2436 -0.7858  -2.084
8 O 4.7182 -0.0376 0.8983  -0.566
9 C 0.7019 -2.0253 -0.1960  0.754
10 Cl 1.2848 -3.0392 -1.4638  -0.148
11 C -0.6376 -1.6194 -0.0874  0.914
12 C -1.6175 -2.0728 -1.1316  -1.436
13 C -1.8359 -0.9129 -2.1555  -0.582
14 C -1.0172 -0.7658 0.9765  -0.633
15 C -2.4252 -0.2220 1.1879  1.100
16 F -2.8377 -0.5165 2.4477  -0.252
17 F -3.3720 -0.7304 0.3814  -0.355
18 C -2.5246 1.3605 1.0628  0.594
19 F -1.3750 1.8710 0.5845  -0.290
20 F -2.7258 1.9032 2.2851  -0.288
21 C -3.6684 1.8912 0.1591  0.424
22 F -3.5310 1.5620 -1.1096  -0.176
23 F -4.8640 1.5412 0.6252  -0.208
24 F -3.6012 3.2338 0.2248  -0.271
25 C -0.0536 -0.3622 1.8829  0.046
26 B -0.2635 0.5993 3.1711  1.126
27 O 0.2146 1.8994 3.1363  -0.654
28 O -0.8965 0.0934 4.2557  -0.870
29 H 2.3718 -0.4651 4.8520  0.329
30 H 2.5925 -2.0047 3.8588  0.233
31 H 2.6435 0.6783 2.5371  0.321
32 H 3.4813 -2.1811 1.6368  0.271
33 H 3.2268 -2.7777 0.0205  0.687
34 H 4.5284 -1.2221 -0.7620  -0.224
35 H 3.7062 0.8625 -1.3629  0.723
36 H 2.3603 -0.2254 -1.5160  0.391
37 H 2.5002 0.9217 -0.0959  0.449
38 H 4.3411 0.8420 0.9900  0.446
39 H -1.2475 -2.9221 -1.7005  0.586
40 H -2.5533 -2.4106 -0.7019  0.529
41 H -2.7956 -0.4225 -2.0597  -0.234
42 H -1.8013 -1.3432 -3.1517  0.498
43 H -0.9897 -0.2254 -2.0958  0.379
44 H -0.5243 2.4915 3.3335  0.377
45 H -1.5409 0.7109 4.6441  0.393
46 C -7.8127 0.5824 -0.0666  -0.549
47 N -9.0467 1.3784 -0.3142  0.929
48 O -9.2199 2.3694 0.3631  -0.535
49 O -9.7879 0.9757 -1.1838  -0.535
50 H -7.2532 1.0591 0.7275  0.300
51 H -8.1188 -0.4203 0.2158  0.351
52 H -7.2451 0.5643 -0.9919  0.038
53 C -0.1410 -3.8841 -5.9743  -0.800
54 N -0.4484 -3.5471 -4.5583  0.854
55 O -0.6088 -4.4566 -3.7734  -0.506
56 O -0.5217 -2.3684 -4.2682  -0.490
57 H -0.1108 -4.9628 -6.0699  0.310
58 H -0.9281 -3.4554 -6.5873  0.310
59 H 0.8202 -3.4388 -6.2122  0.286
60 C -6.4158 1.7474 -3.8512  -0.718
61 N -6.0136 0.3122 -3.8672  0.904
62 O -6.8347 -0.5007 -4.2216  -0.518
63 O -4.8749 0.0540 -3.5201  -0.534
64 H -7.4458 1.8178 -4.1808  0.315
65 H -6.3026 2.1085 -2.8330  0.229
66 H -5.7492 2.2790 -4.5234  0.305
67 C 2.9810 4.2100 -3.5760  -0.793
68 N 3.2925 2.7536 -3.5695  0.912
69 O 2.4440 1.9891 -3.9840  -0.539
70 O 4.3805 2.4272 -3.1461  -0.468
71 H 1.9840 4.3456 -3.9776  0.318
72 H 3.0447 4.5605 -2.5503  0.302
73 H 3.7257 4.6982 -4.1972  0.299
74 C 5.3184 -2.1525 -4.5043  -0.946
75 N 4.9486 -1.7888 -3.1125  0.945
76 O 4.6913 -2.6965 -2.3402  -0.528
77 O 4.9268 -0.6097 -2.8336  -0.432
78 H 5.3004 -3.2321 -4.5918  0.335
79 H 4.5902 -1.6883 -5.1633  0.317
80 H 6.3146 -1.7604 -4.6849  0.315
81 C 1.2182 4.0753 5.4350  -0.596
82 N 2.4511 4.8647 5.7042  0.907
83 O 2.3984 6.0650 5.5513  -0.531
84 O 3.4280 4.2372 6.0562  -0.533
85 H 0.4326 4.7580 5.1302  0.304
86 H 1.4538 3.3698 4.6450  0.146
87 H 0.9520 3.5587 6.3526  0.321
88 C -4.5387 -0.1593 6.1339  -0.669
89 N -3.6526 0.8562 6.7682  0.951
90 O -2.5596 1.0622 6.2578  -0.676
91 O -4.0653 1.4116 7.7513  -0.506
92 H -4.0300 -0.5697 5.2691  0.177
93 H -4.7332 -0.9268 6.8767  0.305
94 H -5.4569 0.3462 5.8501  0.301
95 C 7.7916 -2.8286 0.5329  -0.665
96 N 8.0890 -3.0173 -0.9133  0.892
97 O 8.9738 -3.7842 -1.2168  -0.532
98 O 7.4123 -2.3780 -1.6940  -0.519
99 H 8.4657 -3.4547 1.1051  0.317
100 H 7.9387 -1.7771 0.7610  0.296
101 H 6.7563 -3.1165 0.6893  0.198

Forces on atoms 1 to 3 (eV/Å):
C -0.1539 -0.2127 -0.4124
C 0.2350 -0.1722 1.0636
N 1.3036 -0.7583 -0.9073

Properties
total charge	+1
frontier orbital gap	9.099	eV
electronic energy	-4006.51870	Ha
spin multiplicity	1

=====

Entry 2:
Density functional theory data (ωB97M-V/def2-TZVPD) for a gas-phase ion, C23H41BClN2O4S (charge -1) at a distorted geometry.

Each line ends with the Mulliken charge.
Atoms and positions in Å:
1 C 2.5881 1.7404 3.2666  -1.710
2 C 1.3739 0.8390 3.0900  1.405
3 C 0.3321 1.0118 3.9680  -0.702
4 C -0.7730 0.1948 3.8464  -0.895
5 C -0.8001 -0.7634 2.8650  -0.437
6 C 0.2388 -0.9514 1.9808  -0.007
7 C 0.1164 -2.0643 0.9601  -0.151
8 C 0.5402 -1.6824 -0.4846  -0.672
9 O 1.1488 -0.4396 -0.6770  -0.675
10 B 1.5058 -0.5287 -2.1199  1.278
11 C 1.9212 0.8476 -2.8839  -0.900
12 C 3.4014 1.2128 -2.6831  -0.569
13 C 3.6358 1.5228 -1.1747  0.177
14 C 4.6471 2.6736 -1.0114  -1.014
15 S 3.9767 4.2687 -1.5551  1.033
16 O 2.5607 4.1931 -1.6653  -0.442
17 O 4.4113 5.2467 -0.6038  -0.589
18 Cl 4.7617 4.6503 -3.4142  -0.248
19 O 0.4478 -1.3927 -2.7372  -0.839
20 C -0.4877 -1.7143 -1.6585  2.518
21 C -1.0099 -3.0811 -2.1436  -2.179
22 C -1.8098 -3.8967 -1.1051  -0.408
23 C -3.0155 -3.1667 -0.5028  0.485
24 C -3.8133 -4.0062 0.5478  -0.938
25 N -3.1043 -5.2206 0.9988  -0.675
26 C -1.5295 -0.5602 -1.7616  -2.037
27 C -1.8090 0.2229 -0.4513  0.113
28 C -1.0337 1.5734 -0.3353  1.334
29 C -1.9790 2.7908 -0.3706  -1.081
30 C -2.4613 3.1798 1.0299  -0.458
31 N -3.5969 2.3503 1.5031  -0.696
32 C 1.3353 -0.1221 2.1156  -0.249
33 H 2.6358 1.9937 4.3325  0.468
34 H 2.4863 2.6901 2.7354  0.287
35 H 3.5095 1.2039 3.0300  0.373
36 H 0.3692 1.7529 4.7604  0.355
37 H -1.6200 0.2637 4.5239  0.401
38 H -1.6705 -1.4157 2.8009  0.366
39 H -0.9162 -2.4159 0.9878  -0.466
40 H 0.7446 -2.9020 1.2857  0.396
41 H 1.3029 -2.4345 -0.7674  0.679
42 H 2.5298 -1.2405 -2.2328  -0.452
43 H 1.8076 0.6396 -3.9619  0.165
44 H 1.2801 1.7216 -2.6855  0.205
45 H 3.6140 2.0846 -3.3192  0.231
46 H 4.0518 0.4137 -3.0535  0.358
47 H 4.0574 0.6153 -0.7355  0.541
48 H 2.6622 1.7776 -0.7564  -0.226
49 H 5.5541 2.4239 -1.5655  0.443
50 H 4.8520 2.7939 0.0552  0.397
51 H -0.1259 -3.6731 -2.3954  0.390
52 H -1.6319 -2.9571 -3.0355  0.375
53 H -1.1413 -4.1785 -0.2842  0.241
54 H -2.1778 -4.8426 -1.5194  0.573
55 H -3.7259 -2.8608 -1.2786  0.486
56 H -2.7277 -2.2524 0.0216  -0.710
57 H -4.8136 -4.2507 0.1781  0.436
58 H -3.9846 -3.3713 1.4338  0.349
59 H -2.1995 -4.9615 1.3827  0.218
60 H -3.6129 -5.5769 1.8047  0.265
61 H -2.4835 -1.0151 -2.0637  0.346
62 H -1.2826 0.1514 -2.5490  0.603
63 H -2.8698 0.5137 -0.4849  1.314
64 H -1.7008 -0.3768 0.4533  -0.929
65 H -0.5104 1.5711 0.6274  -0.327
66 H -0.3166 1.6473 -1.1514  -1.021
67 H -2.8566 2.6179 -1.0049  0.400
68 H -1.4516 3.6631 -0.7774  0.375
69 H -1.6259 3.0605 1.7394  0.222
70 H -2.7548 4.2348 1.0839  0.508
71 H -3.2037 1.4431 1.7430  0.236
72 H -3.9569 2.7558 2.3609  0.255
73 H 2.1838 -0.2363 1.4486  0.102

Forces on atoms 1 to 3 (eV/Å):
C -0.3611 -0.3428 0.6273
C 1.2615 1.2053 0.3883
C -0.7964 -0.0044 0.4547

Properties
total charge	-1
frontier orbital gap	6.396	eV
electronic energy	-2194.75314	Ha
spin multiplicity	1

=====

Entry 3:
Density functional theory data (ωB97M-V/def2-TZVPD) for a molecular structure, C23H41F6I2N2O6PS2 at a distorted geometry.

Each line ends with the Mulliken charge.
Atoms and positions in Å:
1 C 3.8581 -5.3243 2.5676  -0.592
2 C 4.9329 -5.0034 1.3407  -0.573
3 C 4.5711 -3.6473 0.4896  -0.078
4 C 5.3455 -2.2830 1.0610  -0.630
5 C 4.1929 -1.2140 1.5424  0.333
6 C 4.6658 0.3624 1.5051  -0.875
7 C 3.3929 1.4317 1.6897  -0.147
8 C 2.6577 1.5094 0.2267  -0.083
9 C 1.6444 2.7785 0.0188  -0.864
10 C 0.2305 2.6937 0.8398  -0.601
11 C -0.2127 1.1929 1.3253  1.722
12 C -1.0448 0.3320 0.1573  -1.062
13 C -0.2526 -0.0916 -1.2136  -0.668
14 O -1.1394 -0.3150 -2.3839  -0.411
15 C -0.3433 -0.4792 -3.6171  0.812
16 F 0.7927 -1.4575 -3.4417  -0.261
17 F 0.3037 0.8050 -4.0794  -0.226
18 F -1.1238 -0.9739 -4.7814  -0.201
19 N -1.9840 -0.6553 0.8294  0.630
20 C -1.4978 -2.0488 1.1687  -0.281
21 I 0.6033 -2.5444 1.7203  0.280
22 C -2.4387 -3.2371 1.1917  -0.223
23 C -4.0435 -3.1608 0.8659  -0.631
24 I -1.6439 -5.2465 1.7400  0.051
25 C -2.6759 0.1700 1.9153  0.055
26 C -3.9556 1.1142 1.5161  -0.647
27 C -5.1973 0.3333 0.7849  -0.373
28 C -5.9794 1.4180 -0.2178  -0.388
29 F -5.0649 1.5630 -1.4062  -0.307
30 C -1.4126 1.1048 2.4877  -0.725
31 P -1.8236 2.6720 3.4992  0.139
32 C -3.1377 2.3020 4.8533  -0.849
33 O -2.5580 3.8728 2.4153  -0.550
34 H 3.0838 -6.1802 2.2699  0.195
35 H 3.2260 -4.3633 2.8002  0.055
36 H 4.4278 -5.7530 3.5213  0.260
37 H 6.0537 -5.0465 1.7144  0.333
38 H 4.8189 -5.9180 0.5824  0.265
39 H 3.3933 -3.4867 0.5854  -0.169
40 H 4.7694 -3.8337 -0.6559  0.377
41 H 6.0576 -2.5653 1.9724  0.302
42 H 6.0303 -1.8995 0.1893  0.310
43 H 3.8005 -1.4344 2.6426  0.209
44 H 3.2877 -1.3095 0.7727  -0.393
45 H 5.5437 0.6097 2.2721  0.330
46 H 5.1413 0.5393 0.4287  0.270
47 H 3.8769 2.4740 1.9098  0.303
48 H 2.6886 1.0584 2.5670  0.102
49 H 3.5321 1.6427 -0.5758  0.406
50 H 2.1911 0.4574 0.0162  -0.279
51 H 1.4839 2.9180 -1.1525  0.278
52 H 2.2176 3.7554 0.3966  0.405
53 H 0.2726 3.5012 1.6901  0.363
54 H -0.6156 3.0622 0.0822  0.301
55 H 0.6188 0.5206 1.8504  -0.566
56 H -1.7817 1.1870 -0.2307  0.105
57 H 0.4129 -1.0302 -0.9455  0.180
58 H 0.4908 0.7638 -1.5273  0.416
59 H -2.6809 -0.8403 0.0645  0.647
60 H -4.4867 -2.2723 1.4850  0.096
61 H -4.2940 -3.1410 -0.2780  0.257
62 H -4.5432 -4.1479 1.3129  0.410
63 H -2.8927 -0.5062 2.8647  0.319
64 H -3.5749 1.9349 0.7726  0.264
65 H -4.4244 1.6830 2.4515  0.216
66 H -4.8507 -0.5480 0.0846  0.029
67 H -5.9842 -0.0713 1.5718  0.305
68 H -6.0002 2.4487 0.3543  0.309
69 H -7.0411 1.0067 -0.5002  0.325
70 H -0.9322 0.4001 3.3197  0.441
71 H -3.8457 3.2409 5.0294  0.336
72 H -2.5843 2.0426 5.8568  0.334
73 H -3.8459 1.4082 4.5479  0.217
74 H -2.3328 3.6096 1.4554  0.351
75 N -0.7254 2.3178 -7.5098  -0.290
76 S -0.8078 3.8710 -7.7283  1.095
77 O -0.6359 4.3692 -9.0890  -0.596
78 O -0.3072 4.7327 -6.6640  -0.600
79 F -2.3862 4.0805 -7.5455  -0.279
80 S 0.7399 1.7844 -7.7092  1.159
81 O 0.8247 0.3306 -7.8442  -0.652
82 O 1.8039 2.3714 -6.9042  -0.569
83 F 1.1240 2.2519 -9.1853  -0.260

Forces on atoms 1 to 3 (eV/Å):
C 0.1760 -0.5334 -0.0740
C -0.5439 -1.2271 -0.7646
C -0.2087 -0.2424 0.5770

Properties
frontier orbital gap	5.675	eV
electronic energy	-3793.64657	Ha
spin multiplicity	1